Record 1
{
  "formula": "C31H61Cl2F6N6O5SbSi2Sr",
  "method": "ωB97M-V with the def2-TZVPD basis set",
  "total_energy_ha": -4292.22881,
  "s_squared": 0.7512,
  "multiplicity": 2,
  "charge": 1,
  "elements": ["Sr", "N", "C", "N", "C", "N", "C", "C", "N", "C", "C", "N", "H", "H", "H", "H", "H", "Cl", "C", "Cl", "H", "H", "F", "Sb", "F", "F", "F", "F", "F", "O", "N", "C", "C", "C", "C", "O", "Si", "O", "O", "C", "C", "C", "C", "O", "C", "C", "C", "C", "H", "H", "H", "H", "H", "H", "H", "H", "H", "H", "H", "H", "H", "H", "H", "H", "H", "H", "H", "H", "H", "H", "H", "H", "H", "H", "H", "C", "C", "C", "C", "Si", "C", "C", "C", "C", "C", "C", "C", "C", "H", "H", "H", "H", "H", "H", "H", "H", "H", "H", "H", "H", "H", "H", "H", "H", "H", "H", "H", "H", "H", "H", "H", "H", "H", "H", "H"],
  "positions_angstrom": [[-1.06141, 1.54461, 0.61599], [-5.60436, 2.28086, -0.68836], [-4.71683, 2.25398, 0.29768], [-3.77174, 1.36975, 0.01776], [-4.16069, 0.89602, -1.20561], [-5.26902, 1.41681, -1.67327], [-3.40947, -0.13761, -1.95823], [-3.89012, -0.58969, -3.17740], [-3.25893, -1.51974, -3.89005], [-2.13782, -1.99073, -3.34903], [-1.65571, -1.54458, -2.13633], [-2.28446, -0.60679, -1.41171], [-6.43387, 2.84520, -0.77318], [-4.79180, 2.87023, 1.18492], [-4.81252, -0.18825, -3.57620], [-1.59351, -2.75052, -3.90033], [-0.74980, -1.97322, -1.73676], [-0.24711, 4.17568, 2.81019], [1.49801, 3.80929, 2.83773], [1.79852, 2.05452, 2.77372], [1.91218, 4.18712, 3.76024], [1.95246, 4.26497, 1.97164], [0.52998, 3.00729, 0.06478], [-0.75492, 3.91601, -1.08479], [-1.15386, 2.10332, -1.61003], [-2.02702, 3.53925, 0.34727], [-2.14760, 4.49939, -2.14629], [-0.43342, 5.53252, -0.25289], [0.61040, 4.16078, -2.31512], [0.84937, -1.66268, -0.29015], [0.94205, -0.54611, 0.03416], [3.90794, -2.55666, -1.15496], [3.36285, -2.61978, -2.57438], [4.47093, -2.40048, -3.59133], [2.64406, -3.92394, -2.82759], [2.34205, -1.58724, -2.74843], [2.29104, -0.01325, -2.43357], [1.53455, 0.29881, -0.87664], [3.77688, 0.56239, -2.29003], [4.42538, 1.83956, -2.03608], [3.50690, 2.74054, -1.22787], [5.68729, 1.51658, -1.26759], [4.74249, 2.45819, -3.38145], [1.24273, 0.77964, -3.36960], [1.09104, 0.86401, -4.82612], [2.30421, 0.27748, -5.53398], [0.92054, 2.32881, -5.16635], [-0.15704, 0.07926, -5.16184], [4.62751, -3.36433, -1.00149], [3.10776, -2.67484, -0.41905], [4.42532, -1.60847, -0.97409], [5.24630, -3.16079, -3.46731], [4.93205, -1.41853, -3.46210], [4.08191, -2.47843, -4.60883], [3.33425, -4.76573, -2.72633], [2.22811, -3.93570, -3.83828], [1.82928, -4.05760, -2.10972], [3.25552, 2.29025, -0.26382], [2.57626, 2.94701, -1.76956], [4.01073, 3.69406, -1.04691], [5.44253, 1.02149, -0.32368], [6.24246, 2.43179, -1.04521], [6.33177, 0.85385, -1.85091], [3.82364, 2.67527, -3.93163], [5.35949, 1.77902, -3.97679], [5.28884, 3.39585, -3.25000], [3.22466, 0.79668, -5.24712], [2.18403, 0.38524, -6.61407], [2.41757, -0.78474, -5.31099], [1.72798, 2.92937, -4.74269], [-0.02714, 2.71260, -4.77974], [0.92760, 2.45274, -6.25298], [-0.01133, -0.98283, -4.94723], [-0.39955, 0.18471, -6.22276], [-1.00217, 0.44717, -4.57313], [0.80714, -2.07130, 3.14626], [-0.17624, -1.70012, 4.26969], [0.58411, -0.75999, 5.21610], [-0.53807, -2.96300, 5.07550], [-1.73517, -0.89128, 3.56958], [-2.89452, -2.10780, 2.69617], [-2.09642, -3.16389, 1.90875], [-3.77295, -1.41071, 1.64589], [-3.80718, -2.81993, 3.70919], [-2.57895, 0.31158, 4.75081], [-1.70901, 1.55317, 5.01125], [-3.88842, 0.82248, 4.12732], [-2.90534, -0.35547, 6.09831], [1.72011, -2.49097, 3.59267], [1.11011, -1.19585, 2.56704], [0.41814, -2.81004, 2.44606], [1.53712, -1.23600, 5.48712], [0.04215, -0.57995, 6.14782], [0.81955, 0.21067, 4.77035], [0.38359, -3.39315, 5.49564], [-1.00630, -3.74158, 4.47271], [-1.20450, -2.74623, 5.91641], [-1.40455, -2.72127, 1.18644], [-2.80703, -3.77882, 1.33700], [-1.52468, -3.84153, 2.54178], [-3.18130, -0.95962, 0.85215], [-4.42270, -0.63842, 2.05282], [-4.41873, -2.16239, 1.16656], [-3.26264, -3.31562, 4.51730], [-4.38450, -3.59396, 3.18180], [-4.52961, -2.13677, 4.16238], [-1.34069, 2.02151, 4.09341], [-0.84305, 1.34891, 5.63413], [-2.31421, 2.30954, 5.53108], [-3.74126, 1.27246, 3.13620], [-4.31901, 1.59976, 4.77477], [-4.63942, 0.03629, 4.02115], [-2.00517, -0.69127, 6.62087], [-3.57450, -1.21233, 6.00117], [-3.40208, 0.37615, 6.75217]],
  "forces_ev_per_a": [[-0.75, -4.67, 2.53], [-0.28, -0.02, -0.36], [0.21, -0.16, 0.20], [-0.03, 0.37, -0.16], [0.43, -0.51, -0.16], [-0.04, 0.32, 0.50], [-0.01, 0.37, 0.59], [-0.04, -0.27, -0.41], [0.04, 0.16, 0.32], [-0.20, -0.13, -0.34], [-0.10, 0.27, 0.57], [0.31, -0.14, -0.50], [-0.02, 0.00, -0.01], [0.05, -0.09, -0.15], [0.01, 0.01, -0.02], [-0.07, 0.04, 0.02], [0.07, 0.05, 0.04], [0.30, -0.04, 0.08], [-0.25, -0.17, 0.00], [-0.13, 0.11, -0.05], [0.01, 0.03, 0.11], [0.02, 0.03, -0.15], [0.51, 0.98, -0.40], [0.40, 1.77, -1.26], [0.08, 0.40, -0.63], [-0.18, 1.04, -0.28], [-0.19, 0.11, -0.22], [0.10, 0.27, 0.15], [-0.11, -0.11, -0.19], [0.04, -0.68, 0.18], [0.06, 0.94, -0.68], [0.10, 0.04, 0.15], [-0.08, 0.36, 0.12], [0.10, 0.06, -0.09], [-0.16, -0.28, -0.01], [0.09, -0.09, -0.14], [-0.36, -0.04, 0.19], [-0.15, -0.17, 0.33], [0.25, 0.18, 0.06], [-0.32, -0.14, -0.02], [-0.15, 0.11, 0.02], [0.22, -0.09, 0.14], [0.09, 0.10, -0.21], [0.16, -0.02, -0.14], [0.15, -0.15, 0.36], [0.17, 0.04, 0.00], [-0.06, 0.22, -0.05], [-0.20, -0.14, -0.11], [-0.04, 0.05, -0.01], [0.07, -0.02, -0.11], [-0.08, -0.10, -0.05], [-0.07, 0.03, 0.00], [-0.06, -0.07, 0.01], [0.00, 0.02, 0.05], [-0.06, 0.07, -0.02], [0.02, -0.01, 0.08], [0.08, 0.02, -0.07], [0.05, 0.00, -0.07], [0.20, -0.05, 0.06], [-0.06, -0.05, 0.00], [0.02, 0.05, -0.07], [-0.05, -0.08, -0.03], [-0.05, 0.05, 0.05], [0.07, -0.01, 0.04], [-0.06, 0.07, 0.05], [-0.04, -0.08, -0.01], [-0.11, -0.03, -0.02], [0.00, -0.01, 0.06], [-0.03, 0.03, 0.03], [-0.03, -0.06, -0.05], [0.09, -0.03, 0.00], [-0.04, 0.03, 0.11], [0.01, 0.08, -0.01], [0.00, -0.01, 0.07], [0.07, -0.01, -0.06], [0.17, -0.17, 0.03], [0.38, -0.15, 0.16], [0.15, 0.02, 0.18], [0.17, -0.14, 0.12], [0.27, 0.16, -0.39], [-0.16, -0.28, -0.35], [-0.11, -0.21, -0.07], [-0.28, -0.14, 0.00], [-0.18, -0.18, -0.05], [-0.31, 0.38, 0.17], [-0.11, 0.18, 0.10], [-0.23, 0.09, 0.10], [-0.01, 0.12, 0.21], [-0.14, 0.03, -0.04], [-0.03, 0.05, 0.05], [-0.01, 0.06, 0.06], [-0.14, 0.07, -0.02], [0.05, -0.01, -0.09], [-0.02, -0.14, -0.04], [-0.13, 0.07, -0.06], [0.04, 0.06, 0.01], [0.06, 0.02, -0.09], [-0.06, 0.08, 0.03], [0.10, 0.07, 0.10], [-0.04, 0.03, 0.00], [0.12, -0.02, 0.02], [0.01, -0.04, 0.02], [0.07, 0.09, 0.09], [0.00, 0.05, -0.10], [0.07, 0.11, 0.09], [0.06, -0.04, -0.03], [-0.08, -0.10, 0.00], [0.00, -0.04, 0.02], [0.09, -0.10, -0.04], [0.08, -0.05, 0.08], [0.06, -0.13, -0.07], [0.08, 0.07, 0.03], [-0.11, 0.05, -0.07], [0.03, 0.05, -0.05], [0.05, -0.10, -0.08]]
}



Record 2
{
  "formula": "C7H11FO2",
  "method": "ωB97M-V with the def2-TZVPD basis set",
  "total_energy_ha": -523.54398,
  "charge": 0,
  "elements": ["C", "C", "C", "C", "C", "C", "C", "O", "O", "F", "H", "H", "H", "H", "H", "H", "H", "H", "H", "H", "H"],
  "positions_angstrom": [[1.11223, 0.86772, 0.76736], [1.87527, -0.35551, 0.51353], [0.72841, -1.43221, 0.34801], [0.41057, 1.31559, -0.42500], [-0.41982, -0.89055, -0.45634], [-0.59933, 2.34304, -0.40113], [-1.77865, -0.77202, 0.30827], [0.80164, 1.28917, 1.88546], [-0.59156, -1.07885, -1.75777], [0.95686, 1.15852, -1.64168], [2.54330, -0.30386, -0.41015], [2.54783, -0.81741, 1.36801], [1.26098, -2.37460, -0.07804], [0.62400, -1.57316, 1.42992], [-0.21228, 3.32476, -0.76264], [-0.97997, 2.60005, 0.67757], [-1.67899, 2.15145, -0.90610], [-1.79124, 0.23425, 0.83516], [-1.78138, -1.58387, 1.02899], [-2.59026, -0.83115, -0.44484], [0.14546, -0.90015, -2.37374]],
  "forces_ev_per_a": [[-1.00, 1.47, 0.36], [2.80, -3.14, -0.28], [3.47, -0.80, -0.42], [-1.44, -2.45, 0.90], [-0.99, 2.72, 2.06], [-4.00, 2.35, 1.47], [1.31, 0.87, -1.12], [0.42, -0.47, -0.63], [0.01, -0.23, -0.86], [1.08, -0.13, -1.12], [-0.96, 0.18, 1.09], [-1.23, 1.64, -1.47], [-1.36, 1.28, 0.53], [-1.50, -0.55, -0.47], [-0.29, -0.66, -0.09], [1.21, -0.73, -1.73], [2.70, 0.03, 0.48], [-0.12, -1.33, -0.46], [-0.48, 0.00, 0.15], [0.33, -0.01, 0.70], [0.07, -0.03, 0.91]]
}



Record 3
{
  "formula": "C24H52BeHfNO15",
  "method": "ωB97M-V with the def2-TZVPD basis set",
  "total_energy_ha": -2189.07651,
  "charge": 5,
  "elements": ["Hf", "Be", "N", "O", "O", "O", "C", "O", "C", "C", "O", "C", "H", "H", "H", "H", "H", "H", "H", "H", "H", "H", "C", "O", "C", "C", "O", "C", "H", "H", "H", "H", "H", "H", "H", "H", "H", "H", "C", "O", "C", "C", "O", "C", "H", "H", "H", "H", "H", "H", "H", "H", "H", "H", "C", "O", "C", "C", "O", "C", "H", "H", "H", "H", "H", "H", "H", "H", "H", "H", "O", "C", "O", "C", "C", "C", "H", "H", "H", "H", "H", "H", "O", "C", "O", "C", "C", "C", "H", "H", "H", "H", "H", "H"],
  "positions_angstrom": [[2.30371, -3.54387, -1.64665], [0.90587, 3.15126, -2.80242], [1.29205, -0.21485, -0.95338], [1.62007, -1.27814, -1.46882], [1.14900, 0.72578, -1.71970], [1.19399, -0.25376, 0.24888], [2.73820, -3.07583, 7.37895], [3.16032, -1.90830, 6.74582], [2.05224, -1.03548, 6.42027], [2.50240, -0.01319, 5.30894], [2.84172, -0.65793, 4.10991], [3.14407, 0.27164, 3.03875], [2.08237, -3.68135, 6.75338], [2.17125, -2.79052, 8.26510], [3.62942, -3.63775, 7.65837], [1.70246, -0.58305, 7.34820], [1.26646, -1.69392, 6.04999], [3.29861, 0.60458, 5.72429], [1.66042, 0.63500, 5.06597], [3.42850, -0.19643, 2.09636], [4.05568, 0.82443, 3.26565], [2.37734, 1.01411, 2.81748], [-2.35164, -0.56232, 1.98682], [-2.87592, -1.87326, 2.00334], [-3.88794, -1.96408, 1.01383], [-5.29506, -1.73425, 1.61921], [-5.58828, -0.38320, 1.74349], [-6.82077, -0.11072, 2.25791], [-1.65235, -0.35473, 1.17688], [-1.73757, -0.45232, 2.88065], [-3.03287, 0.28841, 1.97055], [-3.91164, -3.04443, 0.87107], [-3.76260, -1.52698, 0.02320], [-5.37746, -2.30439, 2.54455], [-5.94952, -2.29195, 0.94932], [-7.69211, -0.71955, 2.01669], [-7.18215, 0.87742, 1.97317], [-6.83948, -0.28615, 3.33354], [4.44709, 2.79790, -2.94169], [3.41088, 2.70626, -1.95389], [3.82973, 3.15700, -0.67263], [2.76164, 2.89451, 0.33052], [1.53159, 3.44112, -0.24396], [0.37725, 3.10570, 0.63786], [4.81888, 3.82134, -2.89226], [4.01640, 2.68465, -3.93657], [5.25606, 2.08912, -2.76481], [4.13659, 4.19787, -0.77517], [4.69021, 2.61385, -0.28189], [3.00192, 3.26948, 1.32539], [2.65604, 1.81196, 0.40159], [-0.52309, 3.69549, 0.46574], [0.62013, 3.56485, 1.59613], [0.09045, 2.06406, 0.78222], [-0.24270, 5.30212, -5.11159], [-0.64896, 4.08551, -4.56126], [-1.98373, 3.70354, -4.77238], [-2.04378, 2.26432, -4.24847], [-1.45516, 2.25404, -2.92297], [-1.92910, 1.08007, -2.29311], [-0.77973, 5.44917, -6.04865], [0.84233, 5.35969, -5.19820], [-0.61927, 6.17518, -4.57862], [-2.24453, 3.64846, -5.82929], [-2.71316, 4.35240, -4.28760], [-1.52481, 1.70845, -5.02935], [-3.11031, 2.05994, -4.15441], [-1.55473, 0.95814, -1.27671], [-1.66596, 0.18378, -2.85483], [-2.99923, 1.17983, -2.11154], [1.03372, -2.74326, -3.66200], [0.34614, -2.51042, -4.67215], [0.59618, -3.18803, -5.76936], [-0.27701, -2.90447, -6.83761], [-1.19665, -1.78783, -6.29497], [-0.74815, -1.46450, -4.81442], [-0.79050, -3.84244, -7.04892], [0.27726, -2.47119, -7.67017], [-2.25812, -2.03399, -6.32269], [-1.11674, -0.88816, -6.90515], [-1.57362, -1.69715, -4.14167], [-0.24596, -0.50087, -4.72888], [1.76280, -3.37542, 0.62664], [1.38036, -3.28816, 1.81269], [1.82345, -4.11027, 2.77787], [1.25583, -3.90398, 4.03083], [0.05703, -3.03080, 3.73146], [0.36077, -2.32495, 2.42522], [2.05063, -3.39934, 4.58013], [0.93535, -4.82364, 4.52035], [-0.22958, -2.33782, 4.52249], [-0.83449, -3.64346, 3.59755], [0.85170, -1.36392, 2.57852], [-0.52777, -2.26582, 1.79666]],
  "forces_ev_per_a": [[-3.55, 4.41, 1.33], [-1.03, -0.55, 1.33], [0.08, 1.21, 1.51], [2.19, -6.30, -3.47], [-0.56, 1.10, 0.08], [-0.74, 1.68, 1.05], [1.08, -0.08, 0.54], [-0.89, 0.94, -0.64], [1.45, -0.52, -1.64], [-0.79, -0.15, 1.41], [0.24, -0.13, -1.39], [0.93, 0.06, 0.49], [-0.29, -0.09, -0.23], [-0.30, -0.15, 0.42], [-0.17, 0.03, -0.01], [-0.01, 0.51, 0.04], [-0.34, 0.08, -0.06], [0.33, -0.03, -0.17], [-0.23, 0.31, 0.46], [-0.49, -0.86, 0.27], [0.04, 0.21, 0.52], [-0.51, -0.15, 0.39], [1.23, 0.63, 1.25], [0.04, 1.98, -1.23], [-1.49, -2.54, 1.10], [1.88, -0.16, -0.63], [0.08, -0.80, -1.15], [-2.03, 1.12, 0.84], [0.05, -0.44, -0.67], [-0.16, 0.03, 0.20], [-0.77, -0.41, 0.12], [-0.12, -0.15, -0.52], [0.50, 0.66, 0.32], [-0.13, 0.22, 0.61], [-0.67, 0.31, -0.45], [0.32, -1.10, -0.87], [0.75, 0.30, 0.43], [0.23, 0.46, 0.76], [0.20, 1.03, -0.23], [-1.29, -0.88, -0.75], [0.59, 0.76, 0.23], [-1.00, -0.31, -1.39], [-1.92, -0.82, 0.54], [0.43, 1.57, 0.86], [0.43, -0.04, -0.13], [-0.04, -0.35, 0.15], [-0.16, -0.05, 0.08], [-0.18, 0.19, 0.28], [0.37, -0.26, -0.54], [-0.24, 0.53, -0.14], [-0.26, -0.13, 0.12], [0.15, 0.02, -1.25], [0.41, -0.49, 0.35], [0.68, -0.16, -0.52], [-0.55, 2.22, -0.97], [2.01, -1.14, 1.48], [-0.68, -1.13, 0.63], [-0.44, 2.47, -0.42], [1.18, -0.21, -0.62], [-0.24, -0.66, 1.44], [0.63, -0.35, -0.57], [-0.18, -0.18, -0.20], [0.21, -0.12, 0.78], [0.32, 0.29, -0.24], [0.28, 0.23, 0.27], [0.12, -0.86, 0.66], [0.15, -0.62, -0.09], [0.62, 0.37, -0.12], [-0.22, 0.10, -0.08], [-0.19, -0.14, -0.55], [1.26, -0.98, 2.21], [0.49, -0.89, -1.09], [0.96, 0.36, 2.42], [-1.43, 1.15, -0.50], [-0.65, 0.93, 0.31], [0.47, -1.86, -1.82], [0.09, 0.25, -0.41], [0.20, -0.76, -0.04], [0.14, -0.27, 0.05], [0.14, -0.10, -0.04], [0.33, 0.47, 0.34], [-0.41, 0.08, 0.37], [1.06, -0.73, -2.40], [-0.34, -0.75, 2.83], [0.76, -0.06, -4.78], [-0.73, 1.24, 1.56], [-1.20, 0.37, 0.51], [0.57, -0.88, -0.53], [-0.20, -0.05, 0.36], [0.50, -0.20, -0.35], [0.31, 0.00, 0.06], [0.07, -0.20, -0.05], [-0.02, 0.10, -0.26], [0.28, 0.27, -0.11]]
}



Record 4
{
  "formula": "CH3FN2O",
  "method": "ωB97M-V with the def2-TZVPD basis set",
  "total_energy_ha": -324.40249,
  "charge": 0,
  "elements": ["C", "N", "N", "O", "F", "H", "H", "H"],
  "positions_angstrom": [[-0.35138, -0.42346, -0.13331], [0.91307, -0.67222, -0.44296], [-0.64483, 0.86858, 0.16434], [-1.33743, -0.92248, -0.58592], [0.32749, 1.83647, 1.32277], [1.64834, -0.39677, 0.10793], [0.98264, -1.44716, -0.95864], [-1.53790, 1.15704, 0.52579]],
  "forces_ev_per_a": [[0.67, 2.17, -0.78], [-1.23, 1.08, 1.11], [1.53, 4.45, 2.84], [-1.62, -1.98, -0.42], [-1.87, -2.60, -2.50], [1.84, 0.99, 1.40], [0.86, -3.70, -2.21], [-0.18, -0.40, 0.56]]
}